1.
Formula: C29H33CoN3P2Te
Source: the OMol25 dataset
Level of theory: ωB97M-V/def2-TZVPD

The HOMO energy (alpha / beta) comes out at -16.53 / -16.81 eV. The calculation puts the LUMO energy (alpha / beta) at -8.26 / -12.28 eV. The HOMO-LUMO gap (alpha / beta) is 0.304 / 0.166 Ha. For the energy above the lowest of the compared OMol25 structures with the same formula, charge and spin, the calculation gives 68.1 kJ/mol. As for the total energy: -3621.6638 Eh. The net charge is +3. Its spin multiplicity is 5.

Element x y z (Å)
Co 0.8826 -0.8234 0.1274
N -0.8585 1.3820 -0.2009
P 0.5645 1.1862 -1.1042
C 1.4240 2.7382 -1.0346
C 1.9847 3.2832 -2.1928
C 2.6402 4.5013 -2.1198
C 2.7468 5.1617 -0.9030
C 2.2041 4.6107 0.2545
C 1.5499 3.3950 0.1968
C 0.1692 0.7833 -2.8044
C 0.9452 -0.1704 -3.4638
C 0.6954 -0.4660 -4.7966
C -0.3399 0.1782 -5.4615
C -1.1176 1.1272 -4.8057
C -0.8616 1.4397 -3.4807
P -1.2018 0.1028 0.8583
C -1.4627 0.7446 2.4974
C -2.5263 1.6311 2.7041
C -2.7254 2.1677 3.9633
C -1.8837 1.8118 5.0123
C -0.8371 0.9229 4.8100
C -0.6192 0.3896 3.5485
C -2.7131 -0.6924 0.3091
C -3.5503 -1.3094 1.2410
C -4.6993 -1.9562 0.8090
C -5.0161 -1.9848 -0.5429
C -4.1841 -1.3686 -1.4728
C -3.0287 -0.7284 -1.0531
H -1.2691 2.3011 -0.0610
H 1.8990 2.7725 -3.1431
H 3.0626 4.9389 -3.0136
H 3.2574 6.1139 -0.8535
H 2.2940 5.1331 1.1968
H 1.1303 2.9661 1.1002
H 1.7790 -0.6464 -2.9536
H 1.3170 -1.1785 -5.3225
H -0.5348 -0.0485 -6.5011
H -1.9118 1.6353 -5.3357
H -1.4581 2.1938 -2.9804
H -3.2063 1.8857 1.8986
H -3.5434 2.8540 4.1329
H -2.0517 2.2281 5.9963
H -0.1945 0.6463 5.6341
H 0.2004 -0.3016 3.3866
H -3.3207 -1.2702 2.2992
H -5.3583 -2.4192 1.5309
H -5.9235 -2.4726 -0.8727
H -4.4533 -1.3686 -2.5210
H -2.4023 -0.2178 -1.7756
C 4.6503 -1.5908 3.7940
N 4.5145 -1.8674 2.3499
C 5.6587 -2.4888 1.6545
C 3.4519 -1.5418 1.7169
N 2.4840 -1.2302 1.1415
H 4.8171 -2.5312 4.3158
H 3.7447 -1.1176 4.1626
H 5.4996 -0.9264 3.9430
H 5.8705 -3.4507 2.1176
H 6.5224 -1.8331 1.7497
H 5.4194 -2.6273 0.6039
C -1.0474 -3.1861 -2.6550
Te 0.2253 -3.2798 -0.9743
C -1.2157 -4.0521 0.3666
H -1.3857 -4.2049 -2.8404
H -0.4804 -2.7994 -3.4967
H -1.8849 -2.5378 -2.4002
H -2.1178 -3.4490 0.2573
H -0.8210 -4.0018 1.3775
H -1.3987 -5.0867 0.0791

Forces on atoms 1 to 6 (eV/Å):
0.6 0.2 0.1
0.1 0.1 0.1
-0.3 -0.2 0.0
0.1 -0.1 0.1
0.0 0.0 0.0
0.0 0.0 0.0

---

2.
Formula: C29H33CrGeN6S
Source: the OMol25 dataset
Level of theory: ωB97M-V/def2-TZVPD

The HOMO energy (alpha / beta) comes out at 0.97 / 0.70 eV. The calculation puts the LUMO energy (alpha / beta) at 4.15 / 4.15 eV. The HOMO-LUMO gap (alpha / beta) is 0.117 / 0.127 Ha. As for the total energy: -4972.8662 Eh. The net charge is -2. Its spin multiplicity is 2.

Element x y z (Å)
Cr 0.1685 0.3627 -0.3309
N -2.4057 3.8790 -0.9413
C -1.6163 2.7814 -0.5679
S -1.6499 1.4010 -1.6176
N -0.9380 2.8568 0.5229
N -0.1520 1.7964 0.8183
C 0.4511 1.8031 2.0594
C 0.1285 2.7634 3.0837
C 1.1173 3.2573 3.9528
C 0.8017 4.1090 4.9855
C -0.5050 4.5389 5.1709
C -1.4913 4.0953 4.2973
C -1.1854 3.2251 3.2785
C 1.2550 0.6775 2.2757
C 1.8533 0.2896 3.5041
C 2.5123 -0.9045 3.6156
C 2.5907 -1.7402 2.4870
C 1.9517 -1.3401 1.3367
N 1.2942 -0.1870 1.1888
H -3.1696 3.5789 -1.5328
H -2.7115 4.4069 -0.1325
H 2.1451 2.9738 3.7784
H 1.5805 4.4655 5.6516
H -0.7507 5.2145 5.9794
H -2.5125 4.4375 4.4267
H -1.9586 2.8632 2.6210
H 1.7620 0.9389 4.3612
H 2.9531 -1.2211 4.5537
H 3.1199 -2.6814 2.5237
H 1.9431 -1.9906 0.4686
C -0.8673 -1.2543 -0.0151
C -1.5090 -1.8731 1.0878
C -1.8024 -1.0736 2.2152
C -2.2259 -1.6291 3.3961
C -2.3795 -3.0074 3.5149
C -2.1924 -3.8046 2.3923
C -1.7990 -3.2521 1.1939
H -1.6638 -0.0036 2.1313
H -2.4318 -0.9985 4.2531
H -2.6510 -3.4468 4.4682
H -2.3382 -4.8792 2.4761
H -1.6705 -3.8858 0.3250
C -0.1228 -3.1324 -4.1201
Ge -1.6923 -2.1764 -3.1934
C -3.2671 -3.4811 -3.6434
C -2.0075 -0.7811 -4.6692
C -0.3627 -1.9356 -1.1071
H -0.3796 -3.4871 -5.1155
H 0.2513 -3.9749 -3.5412
H 0.6976 -2.4228 -4.2146
H -3.3032 -3.7823 -4.6866
H -4.2047 -2.9895 -3.3959
H -3.1954 -4.3793 -3.0371
H -2.5177 -1.2021 -5.5349
H -1.0504 -0.3807 -4.9967
H -2.5897 0.0508 -4.2821
H 0.3481 -1.3734 -1.7371
H -0.1217 -2.9972 -1.0723
N 4.5172 0.5204 -4.7389
C 3.5757 0.6799 -3.6863
C 3.9024 0.4575 -2.3396
C 2.9606 0.6309 -1.3606
N 1.6579 0.9911 -1.5855
C 1.3678 1.2296 -2.9047
C 2.2476 1.0782 -3.9380
H 5.4693 0.6255 -4.4075
H 4.3365 1.1740 -5.4948
H 4.9158 0.1770 -2.0734
H 3.2318 0.4888 -0.3232
H 0.3547 1.5561 -3.1066
H 1.9274 1.2904 -4.9513

Forces on atoms 1 to 6 (eV/Å):
-1.2 0.4 0.2
-0.1 0.2 0.1
0.2 -0.7 0.0
0.1 0.1 -0.2
-0.6 1.5 -0.1
0.1 -1.2 -0.5

---

3.
Formula: C29H33LaN8S
Source: the OMol25 dataset
Level of theory: ωB97M-V/def2-TZVPD

The HOMO energy comes out at -13.08 eV. The calculation puts the LUMO energy at -5.68 eV. The HOMO-LUMO gap is 0.272 Ha. For the energy above the lowest of the compared OMol25 structures with the same formula, charge and spin, the calculation gives 0.0 kJ/mol. As for the total energy: -1992.4096 Eh. The net charge is +2.

Element x y z (Å)
La -0.0231 -0.2014 0.0545
C 2.2643 -2.6712 0.9218
C 1.7651 -3.7546 -0.0342
C 0.3766 -3.6866 -0.6255
C -0.4153 -4.8291 -0.6304
C -1.6384 -4.8185 -1.2793
C -2.0515 -3.6606 -1.9179
C -1.2240 -2.5588 -1.8468
N -0.0375 -2.5572 -1.2246
N 2.4379 -1.2946 0.3878
C 3.1618 -0.4861 1.3853
C 2.3352 -0.1486 2.6041
C 2.9108 -0.0140 3.8556
C 2.1110 0.3665 4.9237
C 0.7597 0.5948 4.7143
C 0.2556 0.4310 3.4376
N 1.0284 0.0697 2.4044
C 3.1668 -1.2655 -0.8937
C 3.0495 0.0638 -1.6003
C 4.1669 0.7375 -2.0679
C 3.9961 1.9084 -2.7942
C 2.7121 2.3715 -3.0304
C 1.6522 1.6477 -2.5143
N 1.8044 0.5221 -1.8103
H 3.2305 -3.0188 1.3102
H 1.5956 -2.5989 1.7856
H 1.8314 -4.6851 0.5313
H 2.4742 -3.8873 -0.8560
H -0.0656 -5.7235 -0.1337
H -2.2562 -5.7063 -1.2883
H -2.9914 -3.6016 -2.4464
H -1.5302 -1.6245 -2.3157
H 3.4747 0.4453 0.9026
H 4.0832 -0.9934 1.6983
H 3.9656 -0.2083 3.9944
H 2.5374 0.4749 5.9118
H 0.1030 0.8832 5.5218
H -0.7987 0.5667 3.2241
H 2.7283 -2.0132 -1.5529
H 4.2243 -1.5208 -0.7557
H 5.1545 0.3410 -1.8758
H 4.8554 2.4456 -3.1726
H 2.5300 3.2703 -3.6012
H 0.6335 1.9876 -2.6686
C -5.4275 -0.9697 -2.2088
C -5.6461 -0.8042 -0.7139
N -4.5192 -1.2934 0.0746
C -3.3895 -0.6029 0.2833
S -2.2213 -1.4359 1.3213
N -3.3139 0.5883 -0.2739
N -2.1234 1.2384 -0.0450
C -2.1293 2.5237 -0.1301
C -3.3593 3.3350 -0.3660
C -0.8314 3.2124 0.1290
C -0.7574 4.5955 0.2445
C 0.4631 5.1906 0.5244
C 1.5857 4.3958 0.6777
C 1.4321 3.0270 0.5476
N 0.2642 2.4417 0.2851
H -6.2857 -0.5921 -2.7636
H -4.5465 -0.4155 -2.5327
H -5.3014 -2.0218 -2.4681
H -5.8119 0.2429 -0.4605
H -6.5235 -1.3612 -0.3881
H -4.6041 -2.1696 0.5603
H -4.1308 2.7207 -0.8190
H -3.7424 3.7054 0.5889
H -3.1582 4.1934 -1.0040
H -1.6399 5.2057 0.1320
H 0.5298 6.2657 0.6220
H 2.5566 4.8171 0.8942
H 2.2873 2.3680 0.6560

Forces on atoms 1 to 6 (eV/Å):
0.2 -0.2 0.0
0.0 0.0 0.0
0.0 0.0 0.0
0.0 0.0 -0.1
0.0 0.0 0.0
0.0 0.0 0.0

---

4.
Formula: C29H33N11OV
Source: the OMol25 dataset
Level of theory: ωB97M-V/def2-TZVPD

The HOMO energy (alpha / beta) comes out at -10.59 / -10.63 eV. The calculation puts the LUMO energy (alpha / beta) at -3.11 / -3.31 eV. The HOMO-LUMO gap (alpha / beta) is 0.275 / 0.269 Ha. For the energy above the lowest of the compared OMol25 structures with the same formula, charge and spin, the calculation gives 0.0 kJ/mol. As for the total energy: -2746.3967 Eh. The net charge is +1. Its spin multiplicity is 3.

Element x y z (Å)
V 0.3895 0.7538 -1.0299
C -2.6792 0.3004 -4.1732
C -3.8482 -0.0986 -3.5270
C -3.8174 -0.2868 -2.1684
C -2.6265 -0.0752 -1.4460
N -1.5005 0.3113 -2.0796
C -1.5507 0.4915 -3.4151
N -2.7253 -0.3396 -0.1020
C -1.8558 -0.0829 0.8128
N -0.6306 0.5256 0.7355
C -0.0469 0.4974 1.9725
N 1.1106 0.9171 2.3600
C 2.0750 1.4902 1.5638
C 3.1573 2.0509 2.2685
C 4.1880 2.6519 1.5908
C 4.1360 2.6961 0.1986
C 3.0593 2.1213 -0.4303
N 2.0463 1.5101 0.2178
C -0.9764 -0.1336 2.9331
C -0.8642 -0.3975 4.2850
C -1.9363 -1.0400 4.8934
C -3.0709 -1.4003 4.1675
C -3.1731 -1.1307 2.8079
C -2.1028 -0.4911 2.2121
H -2.6422 0.4612 -5.2406
H -4.7618 -0.2610 -4.0828
H -4.6868 -0.5974 -1.6092
H -0.6297 0.8105 -3.8820
H 3.1337 1.9869 3.3459
H 5.0209 3.0844 2.1289
H 4.9111 3.1664 -0.3883
H 2.9789 2.1542 -1.5068
H 0.0210 -0.1131 4.8373
H -1.8957 -1.2658 5.9508
H -3.8850 -1.8975 4.6781
H -4.0483 -1.4045 2.2347
C 2.4286 -0.7127 -3.3548
C 1.5961 0.1958 -2.5293
O 1.3211 1.3502 -2.8511
H 3.0461 -0.1648 -4.0660
H 1.7358 -1.3580 -3.9056
H 3.0258 -1.3725 -2.7276
C 1.6518 -3.3789 1.9707
N 1.7460 -2.7296 0.6681
C 2.7393 -1.6740 0.6409
C 0.6437 -2.6321 -0.1355
N 0.3203 -1.5285 -0.7385
N -0.1056 -3.7762 -0.2623
C -1.4452 -3.6894 -0.8084
C 0.5249 -5.0823 -0.3844
H 1.4528 -2.6339 2.7494
H 2.5958 -3.8742 2.1999
H 0.8558 -4.1146 1.9883
H 3.7185 -2.1065 0.8510
H 2.5320 -0.9119 1.3972
H 2.7567 -1.2025 -0.3381
H -0.3799 -1.7250 -1.4465
H -1.4548 -3.6167 -1.9050
H -1.9707 -2.8316 -0.3889
H -1.9861 -4.5945 -0.5357
H 1.5905 -5.0045 -0.1909
H 0.3856 -5.4721 -1.3969
H 0.0888 -5.7953 0.3184
N -1.0353 5.5030 1.3557
C -0.8962 4.8461 0.1813
C -0.4408 3.5110 0.1414
N -0.2854 2.8795 -1.0090
C -0.5647 3.5443 -2.1386
C -1.0136 4.8494 -2.0818
N -1.1834 5.5023 -0.9399
H -0.9555 5.0230 2.2327
H -1.4451 6.4203 1.3401
H -0.2130 2.9738 1.0516
H -0.4110 3.0294 -3.0733
H -1.2427 5.3890 -2.9924

Forces on atoms 1 to 6 (eV/Å):
-0.1 -0.5 0.1
0.0 0.0 0.0
0.0 0.0 0.0
0.1 0.1 0.0
-0.1 0.0 -0.2
0.2 0.1 0.2

---

5.
Formula: C29H33N4
Source: the OMol25 dataset
Level of theory: ωB97M-V/def2-TZVPD

The HOMO energy comes out at -9.66 eV. The calculation puts the LUMO energy at -4.29 eV. The HOMO-LUMO gap is 0.197 Ha. For the energy above the lowest of the compared OMol25 structures with the same formula, charge and spin, the calculation gives 40.5 kJ/mol. As for the total energy: -1343.6697 Eh. The net charge is +1.

Element x y z (Å)
C 6.0683 1.7566 0.7103
N 4.6240 1.5271 0.7264
C 3.6779 2.4154 0.2870
C 2.4016 1.8793 0.4781
C 1.1835 2.5764 0.2686
C -0.1255 2.0182 0.3381
C -0.4206 0.7078 -0.1023
C -1.6580 0.1418 0.0840
C -2.6809 0.8858 0.7210
N -3.9559 0.3364 0.8906
C -4.3077 -0.9818 0.3231
C -3.1085 -1.9253 0.3034
C -1.9035 -1.2662 -0.3813
C -5.0657 1.1267 1.4633
C -4.5697 2.1286 2.5013
C -3.4306 2.9891 1.9376
C -2.4082 2.2014 1.1660
C -1.1722 2.7540 0.9377
C 2.5956 0.5845 1.0945
C 1.7074 -0.3720 1.6022
C 2.2010 -1.5252 2.1544
C 3.5783 -1.7460 2.2426
C 4.4712 -0.7988 1.8008
C 3.9824 0.3796 1.2237
H 6.5994 0.9030 1.1279
H 6.4051 1.9139 -0.3132
H 6.3126 2.6409 1.2974
H 3.9014 3.3836 -0.1233
H 1.2599 3.6492 0.1880
H 0.3443 0.1475 -0.6131
H -5.1307 -1.4150 0.9012
H -4.6783 -0.8251 -0.6957
H -2.8417 -2.1974 1.3327
H -3.3620 -2.8687 -0.2009
H -2.0513 -1.2587 -1.4682
H -0.9966 -1.8613 -0.2107
H -5.5650 1.6534 0.6433
H -5.8036 0.4467 1.9021
H -5.3946 2.7687 2.8463
H -4.2147 1.5903 3.3891
H -3.8405 3.7617 1.2785
H -2.9279 3.5304 2.7515
H -0.9717 3.7557 1.2742
H 0.6502 -0.1975 1.5782
H 1.5156 -2.2703 2.5207
H 3.9401 -2.6708 2.6644
H 5.5325 -0.9559 1.8889
C 2.7086 -3.5010 10.4457
N 2.2558 -3.9953 9.1458
C 2.3688 -5.4380 8.9387
C 1.7413 -3.1269 8.1444
C 1.9635 -3.3443 6.7908
C 1.4498 -2.4686 5.8679
N 0.7177 -1.4061 6.1618
C 0.5069 -1.2040 7.4528
C 0.9882 -2.0035 8.4589
H 2.6651 -2.4147 10.4912
H 2.0858 -3.9089 11.2390
H 3.7404 -3.8049 10.6135
H 1.9350 -5.7328 7.9854
H 3.4143 -5.7380 8.9552
H 1.8366 -5.9632 9.7299
H 2.5699 -4.1757 6.4797
H 1.6541 -2.6311 4.8212
H -0.0900 -0.3418 7.7089
H 0.7638 -1.7869 9.4878

Forces on atoms 1 to 6 (eV/Å):
0.0 0.2 -0.1
-0.8 0.8 -0.5
0.8 -1.1 0.8
-1.0 0.3 -0.3
0.2 -0.9 0.5
0.6 0.3 -0.2

---

6.
Formula: C29H34BClF4IN2O6S
Source: the OMol25 dataset
Level of theory: ωB97M-V/def2-TZVPD

The HOMO energy comes out at -10.89 eV. The calculation puts the LUMO energy at -3.45 eV. The HOMO-LUMO gap is 0.273 Ha. As for the total energy: -3266.5438 Eh. The net charge is +1.

Element x y z (Å)
O -3.3639 -2.0986 -2.8297
S -2.8537 -2.2185 -1.5022
O -3.8285 -2.3275 -0.4605
Cl -1.7679 -0.5239 -1.1249
C -1.7295 -3.5987 -1.2875
C -1.1641 -4.1980 -2.5856
C 0.3483 -3.9791 -2.6113
C 1.1206 -5.0380 -1.7565
C 1.4770 -4.5046 -0.3982
C 2.4609 -3.6248 0.0571
C 3.5912 -2.9226 -0.6284
C 3.2159 -1.9625 -1.7505
C 2.4090 -0.7780 -1.2524
C 3.2731 0.0999 -0.3450
O 2.6336 1.2825 0.0450
N 2.2245 -3.5322 1.4420
O 2.9270 -2.7699 2.3270
B 2.1690 -1.6069 2.7315
O 2.1947 -1.1939 4.0298
O 1.4586 -0.9798 1.7633
C 1.1998 -4.3147 1.8268
I 0.3999 -4.6610 3.6887
N 0.7502 -4.8978 0.7081
F -0.2549 -5.7690 0.6776
H -0.8982 -3.2216 -0.6962
H -2.2893 -4.3223 -0.7044
H -1.4359 -5.2417 -2.7172
H -1.5851 -3.6764 -3.4440
H 0.5418 -2.9932 -2.1923
H 0.7696 -3.9449 -3.6129
H 0.4212 -5.8488 -1.5680
H 2.0091 -5.4185 -2.2478
H 4.2959 -3.6702 -0.9890
H 4.0955 -2.3430 0.1404
H 2.7355 -2.4497 -2.5944
H 4.1506 -1.5716 -2.1544
H 2.1539 -0.1495 -2.1100
H 1.4690 -1.0595 -0.7766
H 4.1752 0.3355 -0.9212
H 3.5821 -0.4463 0.5399
H 2.0264 1.5738 -0.6398
H 1.3475 -1.3933 4.4473
H 1.3837 -0.0286 1.9310
F -1.7490 -1.7786 5.0212
C -2.2034 -0.6480 4.4193
C -2.0143 -0.4927 3.0612
C -2.4916 0.6572 2.4490
C -3.1382 1.6280 3.1985
C -3.3118 1.4500 4.5631
C -2.8461 0.3006 5.1845
H -1.5063 -1.2622 2.4926
H -2.3593 0.7940 1.3843
H -3.5060 2.5243 2.7184
H -3.8131 2.2084 5.1490
H -2.9803 0.1378 6.2454
F 1.1849 3.0310 2.4378
C 0.7383 4.1999 1.9236
C 0.8089 4.3941 0.5607
C 0.3537 5.5928 0.0303
C -0.1579 6.5750 0.8679
C -0.2165 6.3573 2.2385
C 0.2312 5.1588 2.7766
H 1.2190 3.6184 -0.0673
H 0.3986 5.7590 -1.0380
H -0.5093 7.5100 0.4531
H -0.6098 7.1237 2.8924
H 0.1902 4.9667 3.8407
F 0.1262 2.5669 -1.7840
C -0.7606 3.0459 -2.6987
C -0.3902 3.0794 -4.0267
C -1.2943 3.5618 -4.9618
C -2.5435 4.0093 -4.5577
C -2.8930 3.9700 -3.2152
C -1.9994 3.4804 -2.2741
H 0.5925 2.7342 -4.3220
H -1.0204 3.5887 -6.0075
H -3.2441 4.3884 -5.2887
H -3.8648 4.3214 -2.8971
H -2.2595 3.4357 -1.2243

Forces on atoms 1 to 6 (eV/Å):
0.9 -0.1 -0.2
-2.2 -0.1 0.1
0.7 0.1 0.3
0.3 -0.3 -0.1
0.6 -0.3 -0.4
0.3 0.8 -0.4